#A
C4H10N2O | ωB97M-V/def2-TZVPD

Structure (XYZ):
```
17
C4H10N2O (ωB97M-V/def2-TZVPD)
C -0.46 0.38 1.26
N 0.84 0.66 0.77
C 1.56 -0.81 0.23
N 2.75 -0.26 -0.45
O 0.84 -1.73 -0.25
C -1.69 0.65 0.19
C -1.37 0.12 -1.19
H -0.61 -0.68 1.50
H -0.71 0.99 2.15
H 1.86 -1.17 1.25
H 2.93 -0.64 -1.37
H 2.54 0.73 -0.40
H -2.03 1.68 0.30
H -2.60 0.20 0.59
H -0.49 0.56 -1.65
H -2.22 0.24 -1.86
H -1.13 -0.93 -1.07
```

Kohn-Sham gap, hartree: 0.2260
E_LUMO, eV: -2.824

***

#B
C4H10N2O | ωB97M-V/def2-TZVPD

Structure (XYZ):
```
17
C4H10N2O (ωB97M-V/def2-TZVPD)
H -0.41 -2.39 -0.30
N -1.10 -1.65 -0.24
C -0.68 -0.47 -0.19
C -1.66 0.64 0.03
O -2.99 0.09 0.06
N 0.65 0.01 -0.11
C 1.71 -0.95 0.14
C 1.04 1.40 -0.06
H -1.64 1.35 -0.81
H -1.50 1.16 0.99
H -2.88 -0.88 0.10
H 1.81 -1.18 1.20
H 2.66 -0.55 -0.23
H 1.54 -1.87 -0.42
H 2.04 1.51 -0.48
H 1.06 1.77 0.98
H 0.37 2.02 -0.65
```

Kohn-Sham gap, hartree: 0.3544
SMILES: [H]/N=C(/CO)N(C)C
E_LUMO, eV: 0.712

***

Q: What are the energies relative to the best structure? A: #A 480.1; #B 0.0, in kJ/mol.

***

#A
C2H8OS | ωB97M-V/def2-TZVPD

Structure (XYZ):
```
12
C2H8OS (ωB97M-V/def2-TZVPD)
C 0.79 -0.51 0.74
C -0.56 -1.24 0.97
S -1.68 -0.08 1.75
H 1.56 -1.10 0.21
H 1.18 -0.24 1.73
H 0.60 0.42 0.17
H -0.48 -2.18 1.56
H -1.09 -1.49 0.03
H -1.67 0.70 0.65
O 0.55 2.06 -2.25
H 0.00 2.48 -2.95
H 0.80 1.18 -2.62
```

Kohn-Sham gap, hartree: 0.3482
SMILES: CCS.O
E_LUMO, eV: 0.635

***

#B
C2H8OS | ωB97M-V/def2-TZVPD

Structure (XYZ):
```
12
C2H8OS (ωB97M-V/def2-TZVPD)
O -2.29 3.15 -1.91
H -1.41 2.87 -2.21
H -2.56 2.42 -1.35
H -0.69 -4.09 5.32
C 1.98 -0.24 -0.57
C 0.60 -0.11 -0.74
S 0.55 1.39 -1.79
H 2.46 0.39 0.17
H -1.34 -3.94 4.99
H 2.60 -0.99 -1.03
H 0.10 0.09 0.21
H 0.02 -0.94 -1.12
```

Kohn-Sham gap, hartree: 0.2600
E_LUMO, eV: -1.750

***

Q: What are the energies relative to the best structure? A: #A 0.0; #B 329.9, in kJ/mol.

***

#A
C5H11N3 | ωB97M-V/def2-TZVPD

Structure (XYZ):
```
19
C5H11N3 (ωB97M-V/def2-TZVPD)
H -0.25 2.32 -0.39
N -1.11 1.85 -0.17
C -1.04 0.62 0.02
C -2.55 -0.20 0.19
N -0.11 -0.34 -0.09
C -0.10 -1.55 0.71
C 1.38 0.29 -0.36
C 2.37 0.23 0.54
N 1.45 0.99 -1.54
H -2.64 -0.47 1.23
H -3.27 0.57 -0.09
H -2.66 -1.06 -0.47
H 0.89 -2.00 0.61
H -0.29 -1.37 1.77
H -0.84 -2.25 0.32
H 2.20 -0.09 1.55
H 3.37 0.54 0.29
H 2.38 1.23 -1.86
H 0.83 0.69 -2.28
```

Kohn-Sham gap, hartree: 0.3494
SMILES: [H]/N=C(/C)N(C)C(=C)N
E_LUMO, eV: 0.886

***

#B
C5H11N3 | ωB97M-V/def2-TZVPD

Structure (XYZ):
```
19
C5H11N3 (ωB97M-V/def2-TZVPD)
C -2.63 0.98 -0.59
C 0.74 0.12 -0.43
C 0.50 -2.30 -0.92
C 2.85 1.07 0.16
C -1.49 0.05 1.31
N -0.32 0.72 -0.70
N 1.95 0.09 -0.27
N -1.46 0.59 -0.03
H -2.70 1.56 -1.55
H -3.66 0.77 -0.17
H 1.24 -2.30 -1.77
H -0.63 -2.43 -1.27
H 0.84 -2.64 0.09
H 2.47 2.17 -0.03
H 3.95 0.91 -0.23
H 2.94 0.90 1.29
H -1.44 0.93 2.01
H -0.71 -0.65 1.62
H -2.45 -0.55 1.48
```

Kohn-Sham gap (alpha / beta), hartree: 0.3209 / 0.2189
E_LUMO (alpha / beta), eV: 0.763 / -0.141

***

#C
C5H11N3 | ωB97M-V/def2-TZVPD

Structure (XYZ):
```
19
C5H11N3 (ωB97M-V/def2-TZVPD)
C -0.81 -0.74 -1.22
C -2.18 0.33 0.78
N 1.35 0.39 -0.34
C 0.30 -1.12 -0.32
C -0.97 0.23 -0.09
N 2.18 0.33 0.82
C 0.07 1.27 -0.14
N 0.73 -2.25 0.05
H 1.79 0.35 -1.27
H 2.65 -0.57 0.84
H 2.87 1.06 0.74
H 1.35 -2.23 0.86
H -0.52 -0.39 -2.22
H -1.57 -1.52 -1.29
H -1.94 0.82 1.73
H -2.98 0.93 0.32
H -2.58 -0.66 0.99
H 0.18 1.84 0.79
H 0.08 1.92 -1.04
```

Kohn-Sham gap, hartree: 0.2626
E_LUMO, eV: 0.765

***

Q: What are the energies relative to the best structure? A: #A 0.0; #B 517.5; #C 281.5, in kJ/mol.

***

#A
CH4FNS2 | ωB97M-V/def2-TZVPD

Structure (XYZ):
```
9
CH4FNS2 (ωB97M-V/def2-TZVPD)
C 0.85 -0.37 -0.03
N 0.81 0.89 0.67
S 1.38 2.21 -0.08
S 0.00 0.75 2.00
H 0.58 -1.24 0.55
H 0.07 -0.30 -0.76
H 1.84 -0.44 -0.62
F -2.32 -0.97 -0.95
H -3.21 -0.53 -0.78
```

Kohn-Sham gap (alpha / beta), hartree: 0.2654 / 0.2656
SMILES: C[N+](=S)[S-].F
E_LUMO (alpha / beta), eV: -1.564 / -1.557

***

#B
CH4FNS2 | ωB97M-V/def2-TZVPD

Structure (XYZ):
```
9
CH4FNS2 (ωB97M-V/def2-TZVPD)
C 0.85 0.57 -0.40
N -0.36 -0.23 -0.18
S -0.19 -2.00 0.11
S -1.82 0.36 -0.56
F -2.35 0.98 0.93
H 0.45 1.58 -0.38
H 1.49 0.38 0.53
H 1.39 0.16 -1.27
H 0.53 -1.79 1.21
```

Kohn-Sham gap, hartree: 0.3508
SMILES: CN(S)SF
E_LUMO, eV: 0.433

***

Q: What are the energies relative to the best structure? A: #A 71.8; #B 0.0, in kJ/mol.

***

#A
C3H4ClFN2O | ωB97M-V/def2-TZVPD

Structure (XYZ):
```
12
C3H4ClFN2O (ωB97M-V/def2-TZVPD)
N -1.99 1.62 -0.66
C -1.54 0.59 -0.40
C -0.71 -0.53 0.07
N -1.16 -1.36 1.19
O 0.64 0.34 0.43
C 1.26 0.70 -0.67
F 1.55 -0.38 -1.41
Cl 2.96 1.21 -0.12
H -0.30 -1.15 -0.65
H -0.43 -2.02 1.50
H -1.32 -0.65 1.99
H 1.02 1.63 -1.26
```

Kohn-Sham gap, hartree: 0.4194
SMILES: N#C[C@H](N)O[C@H](F)Cl
E_LUMO, eV: 0.413

***

#B
C3H4ClFN2O | ωB97M-V/def2-TZVPD

Structure (XYZ):
```
12
C3H4ClFN2O (ωB97M-V/def2-TZVPD)
O 2.72 -1.33 -0.05
N 3.10 -0.02 -0.23
C 2.18 0.83 -0.03
N 0.92 0.95 0.41
C 0.01 0.00 0.38
C -1.36 0.20 -0.06
F -1.99 1.45 -0.36
Cl -2.59 -0.94 0.03
H 3.65 -1.77 -0.65
H 2.67 1.75 0.08
H 0.53 1.93 0.50
H 0.27 -1.10 0.17
```

Kohn-Sham gap, hartree: 0.3133
SMILES: O/N=C\N/C=C(\F)Cl
E_LUMO, eV: 0.446

***

Q: What are the energies relative to the best structure? A: #A 0.0; #B 291.7, in kJ/mol.

***

#A
C2H7N4O | ωB97M-V/def2-TZVPD

Structure (XYZ):
```
14
C2H7N4O (ωB97M-V/def2-TZVPD)
H 1.63 0.32 -2.15
N 1.65 0.57 -1.21
C 1.01 0.36 -0.22
N 1.37 0.33 1.05
N -0.59 -0.01 -0.22
C -0.98 -1.17 0.51
N -1.51 0.53 -1.07
O -1.36 1.11 0.14
H 2.38 0.66 0.93
H 0.73 0.50 1.89
H -0.07 -1.53 1.14
H -1.88 -0.97 1.20
H -1.33 -1.89 -0.16
H -1.05 1.18 -1.83
```

Kohn-Sham gap, hartree: 0.4329
Charge: +1
SMILES: [H]/N=C(/N)[N@+]1(C)NO1
E_LUMO, eV: -3.507

***

#B
C2H7N4O | ωB97M-V/def2-TZVPD

Structure (XYZ):
```
14
C2H7N4O (ωB97M-V/def2-TZVPD)
C -0.22 0.06 1.15
C -0.55 -0.52 -1.08
N 0.35 0.78 -1.08
N -0.99 -0.62 0.29
N -0.42 0.05 2.45
N 1.39 0.73 -1.79
O 0.72 0.72 0.62
H -1.37 -0.32 -1.77
H 0.05 -1.39 -1.39
H -1.83 -1.12 0.53
H -1.17 -0.47 2.88
H 0.20 0.59 3.04
H 1.87 1.62 -1.92
H 1.95 -0.11 -1.93
```

Kohn-Sham gap, hartree: 0.4091
Charge: +1
E_LUMO, eV: -3.388

***

Q: What are the energies relative to the best structure? A: #A 520.2; #B 0.0, in kJ/mol.